[1]
58
Properties=species:S:1:pos:R:3:nbo_charge:R:1 method="wB97M-V/def2-TZVPD" mol_weight_g_mol=395.51 charge=0 homo_energy_ev=-8.49 max_force_ev_per_a=1.844 smiles=c1cc[nH]c1.CC#N.CC#N.CC#N.CC#N.CC#N.CC#N.CC#N.CC#N e_lumo_ev=0.32 energy_ha=-1272.19856 homo_lumo_gap_ev=8.813
C -9.7164 -7.7646 -29.7493 -0.339
C -9.5732 -7.3415 -28.4061 -0.247
C -10.7845 -6.8272 -28.0162 -0.092
N -11.6078 -6.7191 -29.1134 -0.516
C -10.9679 -7.3611 -30.1440 -0.078
H -9.0018 -8.3065 -30.3457 0.225
H -8.6517 -7.4053 -27.8499 0.223
H -11.0073 -6.2713 -27.1159 0.212
H -12.5069 -6.2900 -29.1821 0.416
H -11.4181 -7.3425 -31.1268 0.204
C -5.1238 -12.1487 -27.6375 -0.713
C -3.9268 -11.2772 -27.5390 0.297
N -3.0160 -10.5851 -27.5180 -0.349
H -5.4734 -11.9784 -28.6552 0.268
H -5.8691 -11.7587 -26.9496 0.252
H -4.9045 -13.1950 -27.4591 0.244
C -1.9084 -6.6993 -31.7007 -0.722
C -2.4350 -6.6326 -30.3358 0.296
N -2.8946 -6.5770 -29.2861 -0.334
H -1.0787 -7.3932 -31.8092 0.270
H -1.6013 -5.7173 -32.0492 0.243
H -2.7362 -7.0830 -32.3013 0.256
C -6.2052 -7.3838 -30.2036 -0.738
C -6.5130 -8.5320 -29.3689 0.326
N -6.7225 -9.4284 -28.6873 -0.386
H -6.2011 -7.6386 -31.2637 0.255
H -5.2856 -6.8783 -29.9335 0.271
H -7.0487 -6.6921 -30.1323 0.261
C -4.3736 -3.7353 -28.6836 -0.719
C -5.5370 -4.5407 -28.2777 0.327
N -6.4414 -5.1533 -27.9190 -0.381
H -3.8564 -4.3466 -29.4212 0.256
H -3.8028 -3.4765 -27.7987 0.261
H -4.7558 -2.8480 -29.1865 0.254
C -6.7034 -8.3733 -25.5879 -0.736
C -6.3053 -7.1458 -24.9369 0.302
N -5.9393 -6.1876 -24.4229 -0.350
H -7.5127 -8.9908 -25.2172 0.253
H -5.8100 -8.9696 -25.7811 0.263
H -6.9916 -8.0206 -26.5855 0.265
C -4.2457 -4.4491 -33.2620 -0.723
C -5.1549 -5.6020 -33.3293 0.327
N -5.8659 -6.5015 -33.4035 -0.388
H -4.8457 -3.5838 -32.9843 0.287
H -3.8949 -4.3559 -34.2907 0.254
H -3.4379 -4.6301 -32.5653 0.244
C -9.3395 -4.1752 -30.8701 -0.726
C -7.9963 -3.6591 -31.1649 0.338
N -6.9188 -3.3016 -31.3256 -0.406
H -9.9686 -4.1832 -31.7524 0.252
H -9.7228 -3.6028 -30.0296 0.261
H -9.1163 -5.1943 -30.5417 0.278
C -5.5730 -9.9033 -33.2944 -0.722
C -4.6645 -10.5438 -32.3675 0.283
N -3.9526 -11.0666 -31.6381 -0.334
H -6.3740 -9.5341 -32.6483 0.255
H -5.9154 -10.6668 -33.9902 0.255
H -5.1400 -9.0430 -33.7965 0.264

***

[2]
80
Properties=species:S:1:pos:R:3:lowdin_spin:R:1 method="wB97M-V/def2-TZVPD" mol_weight_g_mol=943.20 multiplicity=6 charge=0 homo_energy_ev="-10.06 / -10.06" max_force_ev_per_a=2.826 s_squared=8.75 e_lumo_ev="-1.19 / -1.62" energy_ha=-8729.98197 homo_lumo_gap_ev="8.876 / 8.445"
Mn -0.7861 3.0883 -0.4457 4.792
As -3.6590 4.0412 -2.8169 0.002
F -3.5483 2.8148 -4.0188 0.001
F -4.6563 3.0420 -1.8264 0.001
F -3.6120 5.2541 -1.5337 0.001
F -2.6106 5.0381 -3.7988 0.001
F -5.0417 4.8424 -3.5052 0.000
F -2.1800 3.3734 -1.9977 0.040
As -0.9830 -0.0490 0.1834 0.001
F -2.1321 0.6866 1.3004 0.003
F 0.1393 1.3192 0.4199 0.033
F 0.0399 -0.6907 -1.0559 0.000
F -2.2514 -1.1642 -0.1411 0.000
F -1.6917 1.0275 -1.0420 0.028
F -0.3248 -1.1359 1.3727 0.001
C 4.8321 0.5846 -2.1115 0.000
C 3.7190 1.3874 -2.7960 0.000
C 2.7517 0.4721 -3.5317 0.000
O 1.4805 1.0472 -3.1661 0.004
C 1.6299 2.0245 -2.2756 0.010
O 0.6660 2.5835 -1.8343 0.039
O 2.8809 2.0794 -1.8436 0.003
H 5.2648 1.1887 -1.3121 0.000
H 5.6651 0.3865 -2.7894 0.000
H 4.5783 -0.3982 -1.7161 0.000
H 4.1255 2.1227 -3.4847 0.000
H 2.7601 -0.5660 -3.2095 0.000
H 2.8031 0.5402 -4.6154 0.000
C 3.3900 1.8986 4.1631 0.000
C 2.4116 2.9919 3.8507 0.000
C 3.0021 4.3848 3.4477 0.000
O 2.2765 4.7611 2.2854 0.002
C 1.4523 3.8036 1.9138 0.005
O 0.8155 3.8330 0.8873 0.031
O 1.4706 2.7797 2.7612 0.001
H 3.9432 1.5120 3.3003 0.000
H 2.8311 0.9876 4.3921 0.000
H 4.0853 2.2647 4.9123 0.000
H 1.6972 3.1796 4.6543 0.000
H 4.0361 4.2710 3.1183 0.000
H 2.9609 5.0821 4.2787 0.000
C -1.5961 -4.4187 2.5241 0.000
C -2.5386 -3.4728 3.3166 0.000
C -3.3815 -2.6658 2.3583 0.000
O -4.7194 -2.7862 2.8462 0.000
C -4.7837 -3.8329 3.7062 0.000
O -5.7745 -4.2513 4.2060 0.000
O -3.5444 -4.2516 3.9603 0.000
H -2.1437 -4.8392 1.6890 0.000
H -1.2288 -5.1813 3.2100 0.000
H -0.7468 -3.7932 2.2450 0.000
H -2.0046 -2.9614 4.1177 0.000
H -3.3731 -3.0309 1.3315 0.000
H -3.1450 -1.6028 2.3121 0.000
C -2.2797 -1.1727 -4.3072 0.000
C -3.1875 -1.5231 -3.1588 0.000
C -4.1975 -0.4568 -2.7182 0.000
O -5.4287 -1.1407 -2.7628 0.000
C -5.2722 -2.4728 -3.1049 0.000
O -6.1164 -3.2815 -2.9998 0.000
O -4.0130 -2.6402 -3.5132 0.000
H -2.7643 -1.2418 -5.2802 0.000
H -1.2998 -1.6435 -4.2339 0.000
H -2.0081 -0.1094 -4.2658 0.000
H -2.5643 -1.7920 -2.3081 0.000
H -4.3131 0.3504 -3.4482 0.000
H -3.9461 0.0088 -1.7674 0.000
C 2.7496 -0.2892 1.0480 0.000
C 3.5519 -1.3973 1.7047 0.000
C 2.7652 -2.6925 1.8665 0.000
O 3.2075 -3.4592 0.7624 0.000
C 4.3275 -2.9313 0.2261 0.000
O 4.9144 -3.4632 -0.6588 0.000
O 4.6345 -1.7555 0.8291 0.000
H 2.0391 0.0753 1.7975 0.000
H 2.0903 -0.5647 0.2222 0.000
H 3.3713 0.5276 0.6789 0.000
H 4.0020 -0.9878 2.6094 0.000
H 1.7093 -2.4658 1.7006 0.000
H 2.7767 -3.0836 2.8855 0.000

***

[3]
87
Properties=species:S:1:pos:R:3:mulliken_charge:R:1 method="wB97M-V/def2-TZVPD" mol_weight_g_mol=2967.30 charge=+1 homo_energy_ev=-10.96 max_force_ev_per_a=2.371 e_lumo_ev=-3.21 energy_ha=-85982.13436 homo_lumo_gap_ev=7.748
C 0.7935 1.4590 1.0504 0.215
C 0.1317 0.4768 0.0625 -0.438
C -1.0937 -0.2211 0.6379 0.474
O -1.9156 0.3474 1.3291 -0.393
O -1.1463 -1.5595 0.3447 -0.413
C -2.2145 -2.0551 -0.5081 -0.576
C -2.6248 -1.1337 -1.6629 -1.268
C -3.9398 -0.3224 -1.4406 1.397
C -3.7216 1.1828 -1.5842 -1.413
N -5.0721 1.7778 -1.8785 0.148
C -6.0876 1.4053 -0.8123 -0.839
C -5.5062 0.4931 0.2816 -0.436
N -4.6185 -0.5842 -0.1740 -0.219
H 1.3542 2.2167 0.4834 0.535
H 0.0554 1.9849 1.6611 0.043
H 1.5316 0.9442 1.6803 -0.716
H 0.8496 -0.2747 -0.2846 0.375
H -0.1981 1.0426 -0.8231 0.241
H -3.0677 -2.3370 0.1181 0.342
H -1.8057 -2.9826 -0.9273 0.354
H -2.7875 -1.7599 -2.5523 0.493
H -1.8064 -0.4589 -1.9481 0.467
H -4.6484 -0.5808 -2.2491 -0.400
H -3.0646 1.3716 -2.4421 0.518
H -3.2919 1.6292 -0.6787 0.355
H -4.9811 2.7917 -1.9817 0.426
H -5.3712 1.3706 -2.7731 0.162
H -6.9842 1.0151 -1.3071 0.342
H -6.4004 2.3386 -0.3236 0.418
H -4.9783 1.0902 1.0378 0.010
H -6.3659 0.0091 0.7557 0.454
H -5.1637 -1.4343 -0.2787 0.394
C -2.4398 2.0557 4.0101 0.310
Br -3.5116 3.5533 4.6099 -0.033
Br -0.5677 2.3626 4.3080 0.195
Br -3.0338 0.4139 4.8154 -0.025
H -2.5835 1.9611 2.9401 -0.380
C -1.7734 2.6873 8.1164 0.860
Br -2.8363 4.1766 8.7094 -0.013
Br 0.1038 2.9941 8.4096 -0.025
Br -2.3745 1.0463 8.9166 -0.020
H -1.9174 2.5947 7.0469 -0.864
C 3.3836 1.9757 3.1795 0.660
Br 5.1348 2.6628 2.7787 -0.026
Br 3.1448 0.1858 2.5089 -0.128
Br 2.9860 2.0824 5.0599 0.013
H 2.6699 2.6028 2.6615 -0.706
C 7.2319 -0.9600 2.6628 -0.080
Br 8.9769 -0.2609 2.2385 -0.004
Br 6.9802 -2.7374 1.9711 -0.009
Br 6.8728 -0.8710 4.5480 0.002
H 6.5091 -0.3215 2.1710 0.098
C -0.3990 5.9228 1.5522 -0.365
Br 1.0461 5.0282 2.4527 0.000
Br 0.0417 6.3361 -0.2747 -0.022
Br -2.0456 4.9253 1.6812 -0.012
H -0.5591 6.8608 2.0665 0.394
C 11.9675 -2.6402 1.3115 0.150
Br 12.4054 -3.5147 2.9661 -0.001
Br 13.5359 -1.9941 0.4035 -0.013
Br 10.9076 -3.7723 0.1710 0.039
H 11.3595 -1.7806 1.5564 -0.160
C -7.4566 -2.1633 -4.0513 -0.389
Br -6.6856 -2.9505 -2.4682 -0.034
Br -6.4165 -0.6573 -4.6805 0.039
Br -7.7191 -3.4529 -5.4388 0.010
H -8.4297 -1.7780 -3.7768 0.450
C -7.4802 0.7308 5.0324 -0.373
Br -6.5350 0.1165 3.4574 0.073
Br -9.1145 -0.2484 5.2933 -0.020
Br -6.3238 0.6721 6.5579 0.016
H -7.7437 1.7668 4.8689 0.391
C -8.1516 1.1625 -7.9641 -0.349
Br -9.6301 0.2370 -7.1514 0.004
Br -7.2734 2.3246 -6.6982 -0.036
Br -6.9072 -0.0568 -8.7743 0.017
H -8.5517 1.7921 -8.7475 0.347
C 11.0186 -5.9863 -3.0251 -0.016
Br 9.8621 -5.4348 -4.4622 -0.030
Br 11.2427 -7.8958 -2.9868 0.004
Br 12.7067 -5.0701 -3.0955 0.017
H 10.5362 -5.7020 -2.0996 -0.002
C 12.3363 -4.0166 -7.5248 -0.178
Br 11.2339 -3.4057 -8.9807 -0.018
Br 12.5570 -5.9257 -7.5540 0.005
Br 14.0305 -3.1050 -7.4841 -0.005
H 11.8187 -3.7714 -6.6064 0.191